5
Properties=species:S:1:pos:R:3 method="wB97M-V/def2-TZVPD" smiles="C=P" e_above_lowest_kcal_mol=6.0 homo_lumo_gap_ev=9.32 total_charge=0 lumo_ev=-0.23
C -0.47 -0.38 -0.13
P 1.25 0.00 -0.13
H -0.72 -1.36 0.10
H -1.34 0.29 0.03
H 1.27 1.45 0.13


85
Properties=species:S:1:pos:R:3 method="wB97M-V/def2-TZVPD" smiles="CC[C@@](C#N)([C@](N)(S)C#N)S(C)(=O)=O.COC(=O)OC.COC(=O)OC.COC(=O)OC.COC(=O)OC.COC(=O)OC" homo_lumo_gap_ev=9.54 total_charge=0 lumo_ev=-0.39
C 2.84 0.39 -1.16
C 2.14 1.77 -0.61
C 0.81 2.25 -1.44
C 0.98 2.14 -3.09
N 1.06 2.07 -4.39
C -0.59 1.52 -0.99
N -1.76 1.82 -1.95
S -1.22 2.09 0.72
C -0.51 -0.13 -0.91
N -0.32 -1.41 -0.81
S 0.65 4.12 -1.09
C 1.85 5.13 -2.18
O 1.12 4.42 0.39
O -0.78 4.67 -1.36
H 4.00 0.52 -1.42
H 2.28 -0.10 -2.07
H 2.81 -0.38 -0.26
H 2.95 2.63 -0.74
H 1.96 1.70 0.56
H -2.49 2.37 -1.42
H -2.22 0.88 -2.15
H -2.52 1.57 0.83
H 2.65 4.40 -2.62
H 2.30 5.98 -1.50
H 1.19 5.67 -2.99
C 0.47 -2.93 2.02
O 1.04 -2.44 3.24
C 0.27 -1.54 3.90
O -0.83 -1.14 3.54
O 0.93 -1.17 5.03
C 0.23 -0.22 5.83
H 1.18 -3.63 1.58
H -0.47 -3.45 2.22
H 0.32 -2.10 1.32
H -0.72 -0.64 6.18
H 0.06 0.71 5.27
H 0.84 0.00 6.70
C 7.69 1.61 0.80
O 6.59 0.77 1.16
C 6.58 0.38 2.46
O 7.41 0.69 3.30
O 5.49 -0.40 2.65
C 5.35 -0.89 3.99
H 7.60 1.86 -0.26
H 7.67 2.54 1.38
H 8.64 1.09 0.95
H 5.24 -0.06 4.69
H 6.21 -1.51 4.26
H 4.45 -1.50 4.03
C -1.52 -4.32 -2.22
O -1.34 -5.73 -2.34
C -0.92 -6.33 -1.20
O -0.70 -5.78 -0.13
O -0.79 -7.66 -1.45
C -0.35 -8.43 -0.33
H -1.86 -3.94 -3.19
H -2.29 -4.09 -1.48
H -0.58 -3.82 -1.97
H -1.07 -8.36 0.49
H 0.64 -8.10 0.00
H -0.28 -9.47 -0.64
C -4.15 2.52 -9.12
O -3.73 3.21 -7.94
C -2.42 3.03 -7.63
O -1.62 2.36 -8.26
O -2.16 3.74 -6.50
C -0.80 3.65 -6.05
H -5.21 2.73 -9.27
H -3.60 2.87 -9.99
H -4.03 1.44 -8.99
H -0.12 4.05 -6.81
H -0.55 2.62 -5.81
H -0.71 4.25 -5.15
C -4.17 -1.60 3.57
O -5.15 -0.62 3.91
C -5.10 -0.22 5.20
O -4.32 -0.61 6.05
O -6.08 0.70 5.39
C -6.16 1.22 6.71
H -4.29 -1.85 2.51
H -3.16 -1.20 3.70
H -4.30 -2.51 4.16
H -5.23 1.74 6.98
H -6.37 0.42 7.43
H -6.98 1.95 6.75


Please write out number 2 again, unchanged.
85
Properties=species:S:1:pos:R:3 method="wB97M-V/def2-TZVPD" smiles="CC[C@@](C#N)([C@](N)(S)C#N)S(C)(=O)=O.COC(=O)OC.COC(=O)OC.COC(=O)OC.COC(=O)OC.COC(=O)OC" homo_lumo_gap_ev=9.54 total_charge=0 lumo_ev=-0.39
C 2.84 0.39 -1.16
C 2.14 1.77 -0.61
C 0.81 2.25 -1.44
C 0.98 2.14 -3.09
N 1.06 2.07 -4.39
C -0.59 1.52 -0.99
N -1.76 1.82 -1.95
S -1.22 2.09 0.72
C -0.51 -0.13 -0.91
N -0.32 -1.41 -0.81
S 0.65 4.12 -1.09
C 1.85 5.13 -2.18
O 1.12 4.42 0.39
O -0.78 4.67 -1.36
H 4.00 0.52 -1.42
H 2.28 -0.10 -2.07
H 2.81 -0.38 -0.26
H 2.95 2.63 -0.74
H 1.96 1.70 0.56
H -2.49 2.37 -1.42
H -2.22 0.88 -2.15
H -2.52 1.57 0.83
H 2.65 4.40 -2.62
H 2.30 5.98 -1.50
H 1.19 5.67 -2.99
C 0.47 -2.93 2.02
O 1.04 -2.44 3.24
C 0.27 -1.54 3.90
O -0.83 -1.14 3.54
O 0.93 -1.17 5.03
C 0.23 -0.22 5.83
H 1.18 -3.63 1.58
H -0.47 -3.45 2.22
H 0.32 -2.10 1.32
H -0.72 -0.64 6.18
H 0.06 0.71 5.27
H 0.84 0.00 6.70
C 7.69 1.61 0.80
O 6.59 0.77 1.16
C 6.58 0.38 2.46
O 7.41 0.69 3.30
O 5.49 -0.40 2.65
C 5.35 -0.89 3.99
H 7.60 1.86 -0.26
H 7.67 2.54 1.38
H 8.64 1.09 0.95
H 5.24 -0.06 4.69
H 6.21 -1.51 4.26
H 4.45 -1.50 4.03
C -1.52 -4.32 -2.22
O -1.34 -5.73 -2.34
C -0.92 -6.33 -1.20
O -0.70 -5.78 -0.13
O -0.79 -7.66 -1.45
C -0.35 -8.43 -0.33
H -1.86 -3.94 -3.19
H -2.29 -4.09 -1.48
H -0.58 -3.82 -1.97
H -1.07 -8.36 0.49
H 0.64 -8.10 0.00
H -0.28 -9.47 -0.64
C -4.15 2.52 -9.12
O -3.73 3.21 -7.94
C -2.42 3.03 -7.63
O -1.62 2.36 -8.26
O -2.16 3.74 -6.50
C -0.80 3.65 -6.05
H -5.21 2.73 -9.27
H -3.60 2.87 -9.99
H -4.03 1.44 -8.99
H -0.12 4.05 -6.81
H -0.55 2.62 -5.81
H -0.71 4.25 -5.15
C -4.17 -1.60 3.57
O -5.15 -0.62 3.91
C -5.10 -0.22 5.20
O -4.32 -0.61 6.05
O -6.08 0.70 5.39
C -6.16 1.22 6.71
H -4.29 -1.85 2.51
H -3.16 -1.20 3.70
H -4.30 -2.51 4.16
H -5.23 1.74 6.98
H -6.37 0.42 7.43
H -6.98 1.95 6.75